80
Properties=species:S:1:pos:R:3 method="wB97M-V/def2-TZVPD" molar_mass_g_mol=767.53 orbital_gap_ev=4.80 charge=-1 e_tot_ev=-139724.73880 e_homo_ev=-2.27 lumo_energy_ev=2.529 max_force_ev_per_a=3.91
H 3.4486 -5.5095 3.2221
C -2.5846 3.3207 0.1544
O -0.0123 3.9397 1.3013
H -6.1285 -0.5636 -1.9897
H -0.2027 0.5088 4.8470
C 2.5610 1.3511 1.5737
C -1.8970 0.7851 1.8916
C 6.0788 -0.9975 1.4335
C 3.1091 -0.7385 -0.7741
C 0.5763 3.0841 0.7900
C -2.0753 2.3908 -2.0168
H -2.3904 1.3483 5.7119
C 3.7140 -1.3821 5.8365
C -4.1958 -2.6806 -0.1487
H 3.9590 -0.8621 1.6058
H 2.7477 -1.7292 -1.1010
C 3.9614 -2.6570 6.3690
H -3.9857 1.3145 1.7134
C -1.0302 0.7177 4.1597
C 4.8060 -0.7998 0.9417
C 0.2226 -1.5769 0.3366
C 3.1861 -3.7758 2.0560
H -3.4339 5.3017 0.1703
H -3.1607 5.6160 -2.2942
C 3.3770 -4.3382 0.7006
C -2.1650 2.2320 -0.6240
C -5.2634 -2.2384 -0.9366
H 5.4043 -0.0007 -2.3097
H -4.2862 1.7511 4.1340
C -0.3850 -0.6108 -2.2681
C -0.8498 0.5094 2.7851
H 6.2248 -1.4026 2.4442
C -5.2836 -0.9197 -1.3976
O 0.0883 -2.4774 1.0635
C -2.4343 3.6031 -2.6168
C -2.2596 1.1759 4.6431
C 3.2195 -1.2372 4.5384
C 3.2472 -3.6489 4.2942
H -1.7270 1.5577 -2.6370
H 4.3492 -2.7295 7.3873
H 3.8928 -0.4886 6.4366
C -4.2344 -0.0475 -1.0860
H 4.4380 -4.3271 0.4169
H 2.9801 -0.2718 4.1049
H -2.6206 3.2445 1.2359
C 3.0476 -2.3690 3.7370
Co 1.7482 1.8526 0.1177
C -3.1446 -0.4849 -0.3169
O 3.7412 3.9160 -0.2999
C -2.8862 4.6667 -1.8295
H 3.8625 -4.8096 5.9763
H 8.1596 -0.6253 1.0201
C 5.6096 -0.2734 -1.2668
H 2.9969 -5.3669 0.6743
C 2.2453 0.3274 -0.7804
O 3.1125 1.2403 2.5935
N 2.9973 -2.4918 2.3480
H -6.0820 -2.9207 -1.1734
C 7.1492 -0.6240 0.6084
C -3.1481 1.1746 2.3964
C -3.1548 -1.8023 0.1722
H -2.3822 3.6980 -3.7060
C -3.3225 1.4002 3.7630
C 4.5229 -0.5880 -0.4139
H -2.3463 -2.1520 0.8181
O -0.8494 -0.9102 -3.2917
H -4.2739 0.9817 -1.4363
C -3.0057 4.5077 -0.4446
Co 0.1407 -0.1591 -0.6899
H 2.8319 -3.7002 0.0007
C 6.9009 -0.2704 -0.7370
C 2.9380 3.0915 -0.1882
H 0.1042 0.1171 2.4090
H 7.7562 0.0043 -1.3611
P -1.6877 0.6001 0.0740
N 3.2674 -4.5153 3.1972
C 1.2956 1.1430 -1.4503
C 3.7091 -3.8063 5.5962
H 1.2919 1.5316 -2.4531
H -4.1755 -3.7060 0.2317


73
Properties=species:S:1:pos:R:3 method="wB97M-V/def2-TZVPD" molar_mass_g_mol=594.54 orbital_gap_ev="6.52 / 6.69" charge=+1 multiplicity=2 e_tot_ev=-79326.89883 e_homo_ev="-10.30 / -10.34" s_squared=0.83 lumo_energy_ev="-3.781 / -3.649" max_force_ev_per_a=2.48
C -3.8606 -2.1788 1.6193
C -1.1752 2.4708 0.1269
H 6.1488 -0.6442 1.5898
C 2.6971 6.4610 0.8208
C -0.4094 -0.2155 4.4100
C 1.4153 2.4558 0.0126
H -4.8298 3.7432 0.1247
H 3.1673 -1.0300 -1.4597
H -2.1180 -0.2304 -2.8107
C 4.0883 -0.4235 2.1989
H 5.3727 -0.1404 3.9384
C 2.1676 1.3137 -3.4710
H 0.1126 2.9798 -5.5799
H 1.0301 0.0217 5.9669
C 3.5992 5.5023 0.3839
H -3.4865 0.4169 -0.5418
C -1.6998 3.1004 -1.0006
H 1.5169 -0.1895 -2.0886
H -1.5697 -0.4698 2.5879
C 3.3291 -0.0679 4.4740
H -1.5704 1.6253 -4.3788
C 0.8577 -0.0971 4.9027
C 0.9244 4.8336 0.7349
C -1.6965 -2.2235 0.5747
C 5.1148 -0.6529 1.2611
C -1.1632 -0.0601 -2.3150
H -3.9052 2.6433 2.1379
C -2.6159 -2.7725 1.4609
C -0.1410 0.6770 -3.0965
C 1.8244 3.8613 0.2957
C 1.2129 0.5579 -2.8074
C 0.4269 2.3044 -4.7932
H 0.6509 6.8705 1.3363
H 3.8643 3.4556 -0.2196
C 2.7848 -0.4479 1.7306
C 0.1963 1.9503 0.0745
H -3.4100 4.0412 -1.8835
H -0.1191 4.5817 0.8753
C 1.9589 -0.1529 4.0265
H 3.5219 0.0903 5.5281
C 1.3585 6.1237 0.9952
C -1.9790 2.3048 1.2478
C 3.1608 4.2074 0.1260
H -0.7300 -2.6976 0.4374
C 1.6888 -0.3150 2.6760
H -1.5601 1.8462 2.1349
C -4.1771 -1.0336 0.8943
C 4.3438 -0.1953 3.6020
C -0.5197 1.5391 -4.1205
C -0.9848 -0.4956 -1.0743
C -3.2909 2.7670 1.2534
N 2.4723 -0.6278 0.4299
H -2.3639 -3.6673 2.0179
C -3.2544 -0.4887 0.0101
H -1.2738 -0.1963 5.0595
C -0.5824 -0.3641 3.0242
H 5.5573 -1.1101 -0.7825
H -1.0657 3.2321 -1.8708
H -4.5861 -2.6117 2.2972
H 3.0335 7.4694 1.0283
H 2.2392 1.7978 -0.2525
C 4.7968 -0.8976 -0.0436
H 3.2214 1.2025 -3.2303
C -2.0071 -1.0858 -0.1721
H 4.6427 5.7599 0.2429
C -3.8088 3.3825 0.1252
N 0.4368 -0.3997 2.1897
Fe 0.3865 -0.0099 0.1197
C -3.0104 3.5507 -1.0030
C 3.4464 -0.8645 -0.4267
H 2.5102 2.7976 -4.9892
H -5.1460 -0.5632 1.0196
C 1.7728 2.2037 -4.4628


84
Properties=species:S:1:pos:R:3 method="wB97M-V/def2-TZVPD" molar_mass_g_mol=958.16 orbital_gap_ev=6.20 charge=+1 e_tot_ev=-92974.46240 e_homo_ev=-9.85 lumo_energy_ev=-3.654 max_force_ev_per_a=0.57
H 8.1625 -3.3490 -1.2878
H 0.0005 0.5316 5.6864
H -5.5069 -2.8532 4.5210
C -0.4589 1.5172 -6.2627
C -1.0657 2.1874 -5.2293
C -1.8123 -3.1463 1.3222
H 8.9251 -1.3184 -0.0959
O -0.3702 1.8895 -7.5657
C -2.2013 -4.9365 2.9059
H -4.1167 -2.8831 3.5041
C -0.9976 1.5892 -3.9702
O 0.2850 -1.3150 -2.2243
H -4.2665 -0.0657 0.3440
C 1.1547 2.0474 1.1267
C -0.3462 0.3787 -3.7799
Te 2.8825 0.0113 -1.1029
H 5.7742 -3.6349 -1.8290
C -0.5174 0.2520 3.6337
C -3.9850 0.9767 0.2365
C -0.4547 4.1260 0.3839
Sn -0.8912 -0.3163 0.4229
C -0.7475 0.1743 4.9936
C -0.2671 -0.2494 -2.4359
C -0.9176 2.8109 0.4854
C 0.8989 4.3693 0.6769
H -1.4621 2.0736 -3.1222
O -4.6287 -1.0863 6.0309
H -5.9715 1.6632 -0.2111
C 6.1072 -2.7507 -1.2998
S 0.7305 -1.9516 1.0816
H -3.2347 -1.0347 2.3855
H -0.5549 -5.4379 4.1877
O 0.7193 -0.1200 -7.2600
H 4.9647 1.4195 -0.0412
C 1.7034 3.3305 1.0699
H -1.5693 3.1293 -5.3912
H -0.9751 6.1787 -0.0876
C -0.0647 -3.8533 2.8394
C 5.1813 -1.7775 -0.9400
C -2.6509 -4.1071 1.8943
O -0.8482 0.4426 -1.4649
C -3.1687 3.5686 -0.0764
H -3.6604 -4.2103 1.5143
H 1.7663 1.1932 1.3955
C 0.2704 -0.2933 -4.8472
H 0.9456 -3.7464 3.2123
H -5.2308 4.0239 -0.5263
H -2.1787 -0.4518 6.4885
H 1.1292 1.1891 -8.8010
C 0.1945 0.3046 -6.0737
C -1.3607 5.1723 0.0061
N -0.1079 1.7966 0.8303
H 7.2947 0.4140 0.5504
C 4.5936 0.4098 0.1283
H 3.5435 -2.3298 -2.2546
C -1.9387 -0.3729 5.4363
N -1.4113 -0.1552 2.7276
C -0.4856 -3.0338 1.7914
H -3.3520 5.6904 -0.4969
H 1.2882 5.3763 0.5995
H -2.8613 -5.6885 3.3183
H -0.4484 0.3192 -8.9076
H 0.7745 -1.2351 -4.6863
C -2.5499 -0.7062 3.1575
C -0.9082 -4.8020 3.3875
C -2.8482 -0.8464 4.5009
N -4.6904 -2.3809 4.1654
H 4.3219 0.3068 1.1799
C 5.6118 -0.6330 -0.2669
S -2.5089 -2.0965 0.0748
C 0.2728 0.8068 -8.2464
C 7.8768 -1.4518 -0.3267
C -2.6634 4.9044 -0.2167
C 7.4490 -2.5904 -0.9952
C 6.9601 -0.4784 0.0351
C -4.5278 3.2465 -0.2561
C -4.1370 -1.4516 4.9852
N -2.7112 1.2544 0.4039
H 2.7435 3.4766 1.3211
H 0.4137 0.6477 3.2534
C -4.9379 1.9514 -0.0875
C -2.3003 2.5277 0.2611
C 3.7170 -1.9439 -1.2536
H 3.2135 -2.5938 -0.5359


One value per record, in order, for energy above the lowest of the compared OMol25 structures with the same formula, charge and spin: 42.98, 0.00, 3.54 kcal/mol.